ORCA calculation (ωB97M-V/def2-TZVPD) on 2 unconnected molecules or ions with the total composition C6H13O2 at a distorted geometry.

As for the energy relative to the best compared isomer or geometry (same formula, charge and spin): 0.5648 eV. The calculation puts the HOMO-LUMO gap at 7.384 eV. Its total energy is -10529.1399 eV. For the maximum force, the calculation gives 1.39 eV Å⁻¹. Its total charge is -1.

Atoms and positions in Å:
H1 -1.89 -0.09 1.07
C1 0.09 -1.47 0.15
H2 0.64 -0.62 -0.27
C2 -2.28 -0.54 0.17
O1 0.56 2.42 -0.47
C3 1.36 1.60 1.61
H3 1.01 0.58 1.75
H4 0.14 -1.35 1.23
C4 1.50 1.80 0.08
C5 -1.84 -2.88 -0.72
H5 0.75 -2.30 -0.09
H6 -2.72 -2.86 -1.36
C6 -1.27 -1.46 -0.54
H7 -1.06 -3.55 -1.05
H8 -2.62 0.28 -0.47
H9 -2.22 -3.32 0.22
H10 -1.10 -1.08 -1.54
O2 2.51 1.30 -0.46
H11 -3.19 -1.10 0.43
H12 0.71 2.33 2.07
H13 2.33 1.76 2.10